C40H29Cl7LaN3O7 | ωB97M-V/def2-TZVPD

Atoms and positions in Å:
La -0.636 -0.165 -0.618
Cl 4.413 -2.161 0.621
Cl -0.166 -2.310 -2.796
Cl 3.762 -2.974 -2.126
Cl -4.372 0.600 -4.446
Cl -2.764 -3.687 -7.364
Cl -0.474 -4.210 -5.275
Cl -4.713 -1.261 -6.935
O -1.956 -2.224 -0.136
O -2.150 -0.182 -2.690
O 2.097 -0.060 -2.565
O -1.961 1.697 0.385
O -2.160 4.480 0.498
O 1.477 -1.782 -0.314
O 1.252 -3.946 0.348
N -1.434 -0.556 1.784
N 1.217 1.238 0.954
N -1.505 -1.901 2.118
C -1.392 4.380 2.645
C -1.963 -5.983 2.778
C -2.302 -6.813 1.712
C 2.827 1.183 4.318
C -1.415 -2.063 -3.953
C -2.726 3.966 -0.662
C -1.564 -2.878 -5.046
C -1.346 1.706 2.686
C -0.175 2.527 -2.783
C -1.713 2.344 1.463
C 3.163 0.877 -2.521
C 3.985 0.783 -1.273
C -1.768 3.678 1.523
C 2.690 -0.129 4.670
C -3.446 -1.568 -5.781
C -2.446 -6.269 0.445
C 1.875 -2.979 -0.100
C -1.784 -2.627 1.053
C -1.003 3.783 3.790
C 0.215 2.078 -1.542
C -1.935 -4.074 1.322
C -2.582 -2.650 -5.981
C 1.745 0.804 2.168
C 2.448 2.984 2.750
C 1.962 3.409 1.522
C 3.378 -3.217 -0.381
C 0.059 3.815 -3.220
C 1.087 4.269 -1.110
C -3.308 -0.747 -4.693
C 2.361 1.649 3.089
C -2.260 -4.901 0.252
C -2.284 -0.944 -3.704
C -1.000 2.423 3.819
C 1.359 2.501 0.631
C 0.685 4.702 -2.378
C -1.367 0.257 2.781
C 1.607 -0.547 2.540
C -1.781 -4.613 2.576
C 0.870 2.981 -0.714
C 2.084 -0.996 3.791
H -1.421 5.492 2.569
H 2.888 3.703 3.469
H -2.048 3.353 -1.197
H -0.716 1.830 -3.460
H -0.269 4.136 -4.227
H 2.017 4.474 1.252
H 3.813 0.740 -3.420
H 3.639 -4.255 -0.140
H 1.575 5.003 -0.450
H -1.332 -0.195 3.808
H -0.702 4.387 4.677
H 4.631 1.687 -1.184
H 3.051 -0.488 5.645
H 1.951 -2.059 4.057
H -2.447 -7.886 1.874
H 3.361 0.723 -0.392
H -2.702 -6.911 -0.408
H -3.641 3.360 -0.421
H 0.862 5.750 -2.685
H -1.835 -6.406 3.782
H -3.006 4.871 -1.259
H 1.113 -1.248 1.856
H -2.346 -4.441 -0.738
H -1.511 -3.943 3.402
H 3.296 1.905 5.003
H -0.702 1.868 4.734
H 2.681 1.879 -2.600
H 2.394 -0.910 -2.200
H 4.636 -0.116 -1.273

The total charge is -2. The multiplicity is 1. As for the largest force on an atom: 3.688 eV Å⁻¹. For the LUMO energy, the calculation gives 3.9 eV. The calculated total energy comes out at -5485.8275 hartree. The value obtained for the HOMO-LUMO gap is 6.2079 eV. The value obtained for the HOMO energy is -0.0844 Eh. The calculation puts the energy above the lowest of the compared OMol25 structures with the same formula, charge and spin at 35.1 kcal/mol.

---

C9H12N2O | ωB97M-V/def2-TZVPD

Atoms and positions in Å:
O -2.169 -2.583 1.103
N -2.653 -0.453 0.443
N -3.034 1.713 -0.322
C -2.264 0.655 -0.136
C 3.444 0.833 0.096
C 2.407 0.604 1.227
C -0.426 -1.432 -0.070
C 0.971 0.713 0.527
C -1.815 -1.599 0.565
C -3.405 2.822 -0.596
C -0.227 -1.752 -1.608
C 0.215 -0.225 0.314
H -0.599 -2.742 -1.724
H 3.308 1.852 -0.339
H 2.361 1.334 1.918
H 0.991 1.815 0.254
H 0.780 -1.731 -1.952
H -0.886 -1.189 -2.178
H 2.279 -0.429 1.613
H 4.362 0.871 0.560
H -3.532 -0.494 0.764
H 0.278 -2.133 0.495
H 3.684 -0.044 -0.426
H -4.070 3.594 -0.529

The total charge is +2. The multiplicity is 1. As for the largest force on an atom: 7.264 eV Å⁻¹. For the LUMO energy, the calculation gives -10.3 eV. The calculated total energy comes out at -533.9688 hartree. The value obtained for the HOMO-LUMO gap is 7.8451 eV. The value obtained for the HOMO energy is -0.6661 Eh. The calculation puts the energy above the lowest of the compared OMol25 structures with the same formula, charge and spin at 110.0 kcal/mol.

---

C2H12NO3 | ωB97M-V/def2-TZVPD

Atoms and positions in Å:
O -2.078 0.443 1.337
O 1.902 1.461 -0.574
O 0.838 -0.758 2.374
N -0.002 -0.301 -1.126
C -1.145 0.307 -1.779
C 0.340 -1.515 -1.031
H 1.676 2.362 -0.294
H 2.826 1.548 -0.843
H -2.426 0.745 2.180
H -1.124 0.560 1.345
H 1.635 -0.765 2.920
H 0.254 -1.307 2.914
H -0.934 1.340 -2.043
H 0.930 -1.816 -0.172
H -0.001 -2.247 -1.760
H 0.730 0.375 -0.790
H -1.381 -0.176 -2.733
H -2.014 0.240 -1.123

The total charge is +1. The multiplicity is 1. As for the largest force on an atom: 1.625 eV Å⁻¹. For the LUMO energy, the calculation gives -4.5 eV. The calculated total energy comes out at -363.6004 hartree. The value obtained for the HOMO-LUMO gap is 10.2838 eV. The value obtained for the HOMO energy is -0.5449 Eh. The calculation puts the energy above the lowest of the compared OMol25 structures with the same formula, charge and spin at 31.7 kcal/mol.

---

C6H16NO3P | ωB97M-V/def2-TZVPD

Atoms and positions in Å:
P -0.418 -0.640 -0.690
O -1.965 -0.540 -0.881
O 0.147 0.635 -1.487
O -0.296 0.459 1.946
N 0.326 -2.000 -1.005
C -2.352 1.846 -0.351
C 2.370 0.039 -2.477
C 1.475 1.039 -1.639
C 1.261 -1.389 2.492
C -2.751 0.391 -0.170
C -0.027 -0.499 2.831
H -3.788 0.181 -0.561
H 1.154 -1.701 1.450
H -0.005 -2.919 -0.761
H 1.940 1.341 -0.718
H -2.558 0.152 1.036
H 3.265 0.446 -2.779
H 2.322 -0.906 2.359
H -0.827 -1.271 2.987
H -2.214 2.044 -1.381
H 1.421 2.001 -2.330
H 1.421 -2.065 3.380
H 2.366 -0.810 -1.863
H 1.954 -0.185 -3.433
H -1.489 1.961 0.188
H -3.126 2.465 0.030
H 0.395 -0.075 3.827

The multiplicity is 1. As for the largest force on an atom: 4.796 eV Å⁻¹. For the LUMO energy (spin up / spin down), the calculation gives -0.7 / -1.2 eV. The calculated total energy comes out at -859.8838 hartree. The value obtained for the HOMO-LUMO gap (spin up / spin down) is 8.5713 / 6.6419 eV. The value obtained for the HOMO energy (spin up / spin down) is -0.3409 / -0.2875 Eh. The calculation puts the energy above the lowest of the compared OMol25 structures with the same formula, charge and spin at 154.0 kcal/mol.

---

C47H77BCsN4P2 | ωB97M-V/def2-TZVPD

Atoms and positions in Å:
Cs -1.090 0.707 -0.176
P 2.001 -3.619 2.107
P 2.668 1.192 -2.258
N -3.435 -3.985 5.808
N 4.157 -1.015 -1.607
N 3.948 -2.410 0.172
N -3.596 -2.962 1.158
C -4.438 1.324 2.317
C -3.458 -2.990 2.472
C 6.357 -3.189 0.167
C 4.784 3.216 -2.435
C 0.650 -3.723 -0.582
C -4.452 -5.160 2.643
C 2.246 1.737 -4.048
C -4.607 -5.125 1.274
C 3.382 1.807 -5.072
C -0.548 -4.564 1.422
C -4.705 1.508 -2.735
C 2.228 -1.987 4.236
C 2.904 3.548 -0.824
C -4.854 1.080 -1.266
C -3.856 -4.065 3.275
C 3.812 2.511 -1.491
C -5.284 0.057 2.148
C -0.002 -1.909 3.155
C 0.830 -4.366 0.784
C -3.919 1.870 -0.350
C 5.381 -1.620 -1.407
C -3.629 -4.027 4.676
C 4.618 1.818 -0.382
C 3.654 -3.256 1.310
C -3.763 1.930 1.072
C -6.329 1.342 -0.920
C -5.340 2.400 2.951
C 1.240 0.667 -4.502
C -0.614 4.590 -1.333
C -2.321 3.472 0.122
C 1.501 -1.942 2.881
C 7.580 -3.036 -0.491
C 6.595 -1.488 -2.063
C 7.698 -2.201 -1.590
C 5.257 -2.480 -0.294
C -1.409 4.669 -0.028
C -2.784 2.925 1.321
C 1.926 -0.664 2.164
C -3.017 2.811 -0.901
C 3.931 -0.112 -2.705
C -4.553 -0.428 -1.235
C 1.512 3.077 -4.021
C -2.264 5.948 -0.049
C -0.411 4.767 1.131
C 1.456 -5.756 0.575
C -3.356 0.937 3.349
C -4.166 -4.014 0.570
B 3.172 -1.436 -0.612
H 8.448 -3.578 -0.133
H 5.470 3.834 -1.845
H -6.207 0.231 1.604
H -3.574 -0.623 -1.686
H 4.023 -4.269 1.101
H 0.860 0.904 -5.502
H -2.766 1.793 3.669
H 0.666 3.041 -3.333
H -0.468 -4.862 2.472
H 5.416 1.193 -0.784
H 1.940 -2.872 4.806
H -2.997 -2.123 2.936
H 8.655 -2.102 -2.090
H 3.312 -2.004 4.104
H 2.259 3.061 -0.089
H -1.277 4.568 -2.200
H 0.048 5.454 -1.434
H -1.093 -5.351 0.889
H 2.956 1.963 -6.070
H -0.928 4.896 2.083
H 6.286 -3.848 1.022
H 3.973 1.189 0.234
H -1.149 -3.660 1.364
H -3.704 1.308 -3.123
H -3.821 0.504 4.240
H -4.923 2.569 -2.862
H -5.297 -0.984 -1.816
H 1.627 -6.260 1.530
H 4.059 2.635 -4.871
H 5.389 2.507 -3.003
H 0.254 5.623 0.988
H 1.596 -3.594 -1.094
H -5.414 0.942 -3.345
H 0.192 -2.739 -0.511
H 3.964 0.885 -5.102
H 1.125 3.310 -5.019
H -5.567 -0.315 3.137
H -6.989 0.877 -1.660
H 3.006 -0.631 2.033
H 0.784 -6.376 -0.025
H 1.689 -0.327 -4.538
H 3.545 -0.664 -3.570
H -0.564 -1.800 2.225
H -0.001 3.688 -1.335
H 4.267 3.875 -3.135
H -4.762 3.296 3.175
H 5.079 2.580 0.258
H 1.495 -0.580 1.168
H -6.595 0.952 0.054
H 6.701 -0.841 -2.926
H 2.409 -5.679 0.048
H -4.728 -0.736 1.651
H 4.248 -2.914 2.173
H -4.260 -3.956 -0.508
H -1.638 6.843 -0.133
H -4.777 -6.008 3.231
H 1.624 0.199 2.776
H -0.339 -2.814 3.666
H 3.506 4.301 -0.304
H 2.272 4.061 -1.549
H -4.548 -0.821 -0.223
H 4.864 0.370 -3.011
H -2.915 3.038 -1.953
H 0.001 -4.373 -1.189
H -2.675 0.190 2.928
H 0.391 0.625 -3.815
H -2.501 3.284 2.301
H 1.974 -1.098 4.822
H -5.796 2.041 3.880
H -2.953 5.921 -0.894
H -6.518 2.417 -0.916
H 2.168 3.895 -3.720
H -5.064 -5.952 0.748
H 0.204 3.865 1.196
H -0.237 -1.052 3.797
H -6.136 2.680 2.257
H -2.854 6.020 0.867

The total charge is -1. The multiplicity is 1. As for the largest force on an atom: 1.246 eV Å⁻¹. For the LUMO energy, the calculation gives 1.5 eV. The calculated total energy comes out at -2783.8345 hartree. The value obtained for the HOMO-LUMO gap is 3.8545 eV. The value obtained for the HOMO energy is -0.0848 Eh. The calculation puts the energy above the lowest of the compared OMol25 structures with the same formula, charge and spin at 30.8 kcal/mol.

---

C3H6N2O | ωB97M-V/def2-TZVPD

Atoms and positions in Å:
O -2.009 -0.673 -1.426
N 1.252 -0.002 1.827
N -0.120 0.504 0.172
C -0.025 0.267 1.574
C 1.985 0.137 0.576
C 1.061 0.337 -0.452
H -1.665 -1.479 -1.811
H -0.799 0.212 2.250
H 3.007 -0.057 0.615
H 1.263 0.622 -1.528
H -0.999 0.888 -0.127
H -2.952 -0.758 -1.669

The total charge is -1. The multiplicity is 2. As for the largest force on an atom: 6.704 eV Å⁻¹. For the LUMO energy (spin up / spin down), the calculation gives 4.1 / 4.0 eV. The calculated total energy comes out at -302.6037 hartree. The value obtained for the HOMO-LUMO gap (spin up / spin down) is 3.2552 / 9.4616 eV. The value obtained for the HOMO energy (spin up / spin down) is 0.0318 / -0.2013 Eh. The calculation puts the energy above the lowest of the compared OMol25 structures with the same formula, charge and spin at 22.4 kcal/mol.

---

Which formula does entry 3 have?
C2H12NO3

---

Look up the energy above the lowest of the compared OMol25 structures with the same formula, charge and spin of the third one.
31.7 kcal/mol